{
  "formula": "C10H40N20O10",
  "method": "the ωB97M-V functional and the def2-TZVPD basis",
  "species": ["O", "H", "N", "C", "O", "H", "H", "H", "N", "H", "C", "N", "H", "H", "H", "H", "C", "H", "H", "O", "N", "C", "N", "H", "O", "H", "H", "C", "N", "O", "N", "H", "H", "N", "H", "H", "H", "H", "O", "H", "O", "C", "C", "N", "H", "N", "N", "N", "H", "H", "H", "O", "N", "H", "H", "O", "N", "H", "H", "H", "H", "N", "N", "H", "H", "N", "O", "H", "H", "N", "H", "N", "C", "C", "H", "H", "N", "C", "H", "H"],
  "positions_angstrom": [[-1.494180, 2.707579, -1.709360], [1.793142, -4.990062, 0.171996], [-2.792243, 0.401955, 0.472659], [-1.845676, 3.600491, -0.941591], [-0.033629, -1.975948, 5.046596], [-2.586930, 2.387271, 0.463879], [3.677734, -1.670201, 2.970300], [-2.968035, 0.643021, -4.913265], [-2.598030, -3.745410, -1.796960], [3.084774, 1.435832, 5.220471], [0.858584, 0.396081, 0.303173], [-0.868879, 3.385065, -6.737458], [-4.528311, -1.639089, -1.212586], [-0.563330, -4.027354, -0.461621], [4.451000, 1.579115, 0.796247], [2.723647, -4.699476, 3.120926], [1.631635, -4.006725, 1.776005], [2.503366, -0.493219, 2.425463], [3.236242, 1.901783, 2.037226], [-1.406489, -0.538718, -2.587451], [2.170769, -3.875257, 2.933612], [-0.447411, -0.964754, 4.590705], [4.119318, 2.105935, 1.591584], [1.607291, 2.068877, -0.441795], [0.170654, 1.510349, -6.170979], [1.197556, -0.519857, 3.868314], [-2.055622, 0.206038, 4.342524], [-0.391904, 2.476638, -5.834625], [0.261368, -0.170230, 4.014666], [1.551949, 0.436501, 1.279675], [-1.671536, -1.267718, -4.659711], [-1.467126, 4.147666, -6.453459], [-1.119284, 3.653204, -4.240971], [-0.477187, 2.956464, -4.590773], [0.281218, -1.500783, 0.502018], [-2.557183, 0.670970, 1.417362], [1.687422, -3.198936, 3.507266], [-3.182713, -0.718009, -1.572980], [4.697309, 3.886703, 2.859741], [0.138103, 1.586573, -1.124741], [-4.677805, -0.689812, 1.227415], [3.637747, -0.177483, 4.139602], [4.830460, 3.220014, 1.844970], [-1.303858, -4.713725, -0.436726], [-2.683499, 4.118368, 0.756639], [-2.774164, 0.424540, -3.946421], [0.125652, -0.637320, 0.001695], [0.915990, 1.337878, -0.530482], [-2.156236, 0.352500, -0.310380], [-1.731347, -3.284791, -2.035238], [-2.109757, -0.876652, -5.481374], [-3.341587, -5.418520, -0.594569], [2.202506, -4.936175, 1.093753], [6.471957, 4.125907, 1.060395], [6.104341, 2.589660, 0.451573], [4.666513, -0.612271, 4.717122], [-1.466032, 4.802119, -1.113760], [-2.088093, -1.123877, 5.479073], [-2.769289, 1.172574, -3.267796], [-3.407485, -3.627311, -2.389367], [-1.856129, 5.585954, -0.610237], [-3.872591, -0.950130, -0.872769], [-2.502801, 3.339903, 0.139018], [-0.301623, 0.189628, 3.257277], [-0.036690, 2.473262, -3.820985], [-1.703618, -0.688310, 4.652904], [0.735249, -3.397127, 1.312410], [2.133557, 1.113664, 3.795460], [-0.785040, 4.863020, -1.857162], [5.851098, 3.329837, 1.090408], [-0.374012, -0.700947, -0.873743], [3.122156, -0.844451, 3.142277], [-2.519546, -4.637184, -0.922416], [-3.796157, -0.464801, 0.383202], [2.926568, -5.514259, 1.495802], [-0.660079, 3.352310, -7.725096], [2.914701, 0.882810, 4.392620], [-1.833409, -0.413347, -3.666727], [-1.117274, -5.456055, 0.222240], [-1.557751, -2.251764, -4.462685]],
  "atomic_forces_ev_per_a": [[0.618, -1.380, -1.287], [0.716, -0.938, -0.043], [1.277, 1.317, 0.933], [0.347, -3.452, -0.379], [2.204, -4.298, 2.415], [-0.562, 0.175, -0.337], [-0.534, -0.587, -0.674], [-0.234, 0.303, 0.354], [-0.941, 5.714, -5.649], [0.016, 0.268, -0.243], [-0.488, -2.419, -0.185], [-1.253, 1.057, -1.023], [-0.175, 0.249, 0.939], [-0.503, 0.127, -0.041], [-0.924, -0.240, 0.163], [-0.091, 0.823, 1.758], [0.337, -0.667, -0.606], [-0.575, 0.826, -1.257], [0.341, 0.188, -0.490], [3.024, -0.656, 6.166], [1.365, 1.348, 3.382], [-3.500, -5.350, 3.795], [-0.969, -1.409, -0.713], [-0.218, -0.192, 0.463], [1.984, -4.076, -0.708], [-0.706, 0.003, -0.544], [-0.168, -0.180, 0.504], [-0.918, 3.882, -0.892], [5.942, 7.513, -5.862], [3.325, -0.407, 5.189], [1.071, -1.198, -1.997], [0.337, -0.137, -0.023], [0.030, -0.104, -0.642], [-0.070, 0.209, 3.328], [-0.184, -0.076, 0.316], [0.468, -0.227, -0.326], [0.203, -0.721, 1.204], [0.108, -0.001, 0.323], [-1.228, 0.842, 0.103], [-0.185, -0.194, -0.404], [1.868, 0.387, -0.425], [-2.796, 1.772, -0.529], [-1.395, -0.261, 4.533], [4.619, -1.042, 2.494], [-0.136, -0.539, 0.245], [-2.461, 4.369, -0.153], [-1.813, -2.386, -0.302], [-0.198, 5.371, -4.381], [0.544, 0.414, 0.651], [-0.589, 0.242, -0.336], [0.345, -1.529, -0.459], [-3.466, -2.311, 0.874], [1.441, -3.096, -3.120], [-0.366, -0.107, 0.552], [-0.097, 0.359, -0.047], [1.032, -0.128, 0.535], [1.515, 4.582, -1.397], [-0.832, 0.104, -0.435], [-0.406, 0.637, -0.329], [0.214, -0.117, 0.291], [0.464, -0.011, -0.323], [-0.009, -0.848, -1.856], [-2.023, 0.016, 3.189], [1.259, 0.844, -0.786], [-0.219, -0.372, -0.396], [-4.801, 0.929, 0.813], [-3.786, 3.621, -1.530], [0.021, 0.043, 0.265], [-0.293, 0.895, 0.096], [4.622, 0.592, -4.352], [0.188, 0.038, -0.243], [2.313, -3.525, -0.666], [0.943, -2.913, 2.358], [-4.282, -1.423, 0.082], [-0.222, -0.175, -0.965], [-0.037, -0.527, 0.373], [0.972, 1.796, 2.154], [-1.282, -2.184, -2.936], [-0.339, 0.240, -0.032], [0.203, 0.309, -0.518]],
  "lowdin_spin": [0.0000, 0.0000, 0.0000, 0.0000, 0.0013, 0.0000, 0.0010, 0.0000, 0.0000, -0.0004, 0.0004, 0.0000, 0.0000, 0.0000, -0.0001, 0.0000, 0.0004, 0.0053, -0.0002, 0.0000, 0.0046, 0.0009, 0.0021, 0.0000, 0.0000, 0.0014, 0.0000, 0.0000, 0.0063, 0.0037, 0.0000, 0.0000, 0.0000, 0.0000, 0.0000, 0.0000, 0.0002, 0.0000, 0.0007, 0.0000, 0.0000, 0.0649, 0.0002, 0.0000, 0.0000, 0.0000, 0.0001, 0.0003, 0.0000, 0.0000, 0.0000, 0.0000, 0.0009, 0.0000, 0.0000, 0.7188, 0.0000, 0.0000, 0.0000, 0.0000, 0.0000, 0.0000, 0.0000, 0.0001, 0.0000, 0.0013, 0.0005, 0.0013, 0.0000, 0.0001, 0.0000, 0.1903, 0.0000, 0.0000, 0.0000, 0.0000, -0.0067, 0.0000, 0.0000, 0.0000],
  "s2": 0.7606,
  "gap_ev": [8.76, 2.76],
  "total_charge": 1,
  "relative_energy_ev": 2.740,
  "lumo_ev": [-2.4, -8.4],
  "multiplicity": 2,
  "largest_force_ha_per_bohr": 0.218,
  "e_homo_ha": [-0.40931, -0.40931]
}


{
  "formula": "C10H40N4O14",
  "method": "the ωB97M-V functional and the def2-TZVPD basis",
  "species": ["C", "H", "H", "H", "H", "O", "H", "N", "H", "O", "N", "O", "O", "C", "O", "H", "O", "H", "H", "H", "O", "C", "H", "H", "H", "H", "H", "H", "H", "C", "O", "H", "H", "H", "H", "C", "O", "H", "C", "C", "H", "H", "C", "N", "N", "H", "H", "H", "O", "C", "H", "H", "H", "H", "O", "H", "H", "O", "H", "H", "C", "O", "H", "H", "H", "H", "O", "H"],
  "positions_angstrom": [[1.658266, -5.667963, -0.721276], [1.327106, -0.434178, 0.738849], [4.015129, -0.700100, 2.025706], [4.188060, 0.866331, -1.920086], [-0.126581, 2.458157, -0.740494], [-1.869148, 0.365043, 2.319403], [-1.143258, 2.302658, 1.874912], [-2.275334, -2.108127, -0.016439], [-2.188003, 4.033970, -1.531548], [1.923314, -2.843518, 3.172844], [-4.023568, -0.655203, 0.349221], [3.168334, -0.724692, 1.559353], [-1.863776, 1.463982, -1.658131], [-3.094441, 2.112702, -1.319792], [-3.327874, 3.653049, -3.220607], [-0.510301, 3.316400, 3.722257], [-4.219599, -2.254388, -1.221216], [2.087614, 4.758019, -2.458181], [3.188375, -4.154152, -0.368591], [-2.516766, 1.528122, 4.471339], [-0.627062, -1.952266, 3.356090], [2.378157, -4.663940, 0.158787], [-1.960098, 0.556108, -1.329978], [-2.881328, 3.113315, 3.924911], [1.716268, -3.622223, 2.635680], [0.348491, 4.926418, -2.189300], [0.330280, -2.183311, 3.311646], [-3.628179, -0.325367, 1.220117], [3.264481, -1.439367, 0.899124], [3.130513, -0.890727, -1.920675], [0.311528, 3.083706, -0.143941], [-1.920702, -2.997643, -0.316112], [2.738891, -1.696063, -3.756102], [1.656807, -2.855003, 0.045781], [0.102203, 3.434884, -3.506254], [1.184498, 4.223358, -2.138719], [1.320687, -5.061500, -1.957296], [-0.658099, -0.997334, 3.215299], [-2.180042, 2.285866, 3.762136], [-3.124504, 3.535025, -1.805423], [0.216232, 0.590634, 0.503766], [0.776986, -6.075782, -0.217522], [-1.983615, 1.785272, 2.350503], [3.797293, 0.139348, -1.357509], [3.091599, -0.882659, -3.283328], [-2.484264, 3.940359, -3.571435], [3.899889, 0.128846, -0.358872], [-3.963737, 1.548658, -1.674940], [-0.927951, 2.712329, 4.344853], [-3.571508, -1.752055, -0.294290], [2.060030, 2.756858, -0.945292], [-2.838248, 2.031270, 1.709708], [-3.903874, 4.113255, -1.305172], [2.395859, -6.472169, -0.859094], [0.870121, 3.133444, -3.019849], [-3.198964, 2.016500, -0.236276], [3.627216, -0.249507, -3.843472], [0.363791, -0.319977, 0.799342], [0.917728, -5.744600, -2.502389], [-1.009309, 0.141753, 1.894755], [1.453518, 3.664925, -0.765695], [1.532771, -3.610393, 0.640780], [2.582841, -2.361871, 2.653131], [-2.014727, -1.796901, 0.911880], [2.060649, 4.230726, -0.061168], [-4.991493, -0.441324, 0.175723], [2.642400, -1.822414, -1.273511], [2.698437, -5.194573, 1.062074]],
  "atomic_forces_ev_per_a": [[0.734, 0.221, 0.064], [-0.393, 0.066, 0.316], [-0.160, 0.092, 0.028], [0.092, 0.217, 0.076], [0.007, 0.193, -0.423], [0.964, 0.213, -0.404], [0.187, -0.188, 0.164], [-0.424, 0.854, 1.073], [0.064, -0.135, 0.072], [0.614, -0.335, 0.492], [-0.552, 0.992, 0.857], [0.582, -0.409, -0.389], [-0.113, -0.011, 0.021], [-0.317, -0.646, 0.495], [0.190, -0.098, 0.455], [0.001, 0.030, 0.082], [0.370, 0.167, 0.959], [-0.050, -0.116, -0.220], [0.290, -0.650, -0.071], [-0.070, -0.408, -0.528], [0.356, 0.063, -0.075], [-0.893, 0.638, 0.342], [0.186, 0.032, -0.233], [-0.135, -0.005, -0.805], [-0.048, 0.417, -0.118], [0.109, 0.151, 0.460], [-0.603, 0.148, 0.021], [0.185, -0.197, -0.080], [-0.089, 0.165, 0.047], [0.177, -0.890, -0.605], [-0.539, 0.748, 0.765], [-0.209, -0.096, -0.061], [-0.140, -0.053, 0.229], [-0.303, -0.182, -0.115], [-0.077, -0.409, -0.284], [0.113, 0.362, 0.003], [-0.034, -0.203, 0.008], [-0.096, -0.362, 0.348], [0.773, 0.692, 1.404], [0.282, 0.391, 0.004], [0.251, -0.092, -0.210], [0.014, 0.114, 0.084], [-1.041, -0.072, -0.285], [-0.095, 0.017, 0.198], [-0.209, -0.135, -0.087], [-0.093, -0.067, -0.346], [-0.043, 0.283, 0.066], [0.168, 0.083, -0.530], [-0.024, -0.175, -0.226], [0.039, -1.193, -2.602], [0.558, 0.502, -0.356], [-0.162, 0.172, 0.303], [-0.207, -0.282, 0.032], [-0.213, -0.155, -0.144], [0.218, 0.464, 0.349], [-0.051, 0.697, 0.083], [0.064, 0.199, 0.086], [0.115, 0.469, -0.255], [-0.053, 0.156, -0.079], [-0.609, -0.115, 0.225], [0.155, -2.675, -0.387], [0.011, -0.228, -0.398], [-0.501, -0.038, 0.137], [0.708, -0.416, -0.082], [-0.654, 0.589, -0.026], [0.046, -0.103, 0.015], [0.171, 0.568, 0.308], [0.406, -0.024, -0.245]],
  "nbo_charge": [-0.0893, 0.4984, 0.4896, 0.3958, 0.4996, -0.7707, 0.1892, -0.8410, 0.1659, -0.9563, -0.8671, -0.9715, -0.7538, -0.0945, -0.7087, 0.4555, -0.6796, 0.1698, 0.1872, 0.2054, -0.9876, -0.0898, 0.4945, 0.1676, 0.4966, 0.1696, 0.4926, 0.4124, 0.4938, 0.7941, -0.7647, 0.4091, 0.4156, 0.5061, 0.4700, -0.0982, -0.7168, 0.4617, -0.1022, -0.0957, 0.4730, 0.1721, -0.1078, -0.8393, -0.8278, 0.4588, 0.4170, 0.1871, -0.7194, 0.7583, 0.1668, 0.1624, 0.1822, 0.1561, -0.7186, 0.1687, 0.3889, -0.9537, 0.4691, 0.5042, -0.0942, -0.7681, 0.4765, 0.4004, 0.1962, 0.4006, -0.7328, 0.1702],
  "gap_ev": 9.12,
  "relative_energy_ev": 0.000,
  "lumo_ev": -0.1,
  "smiles": "NC(N)=O.NC(N)=O.OCCO.OCCO.OCCO.OCCO.O.O.O.O",
  "multiplicity": 1,
  "largest_force_ha_per_bohr": 0.056,
  "e_homo_ha": -0.33765
}


Q: Look up the multiplicity of the first one.
A: 2


Q: Among the records above, which one has the lowest multiplicity?
A: C10H40N4O14


Q: Number 2 is which compound?
A: C10H40N4O14


Q: Look up the multiplicity of the second one.
A: 1